Record 1
DFT (the ωB97M-V functional and the def2-TZVPD basis) results for the ion C7H10N with charge +1 at a distorted geometry.

charge = +1
energy relative to the best compared isomer or geometry (same formula, charge and spin) = 163.0 kcal/mol
HOMO-LUMO gap = 9.4 eV

Each line ends with the natural charge from an NBO analysis.
Atoms and positions in Å:
C: -1.12211 1.18669 1.28081  -0.299
C: -1.08462 2.40319 1.68181  0.385
C: -1.72960 -0.18215 1.17767  -0.129
C: -0.54299 0.34830 -1.28428  -0.156
C: 0.62185 -0.18455 -0.40640  0.211
C: 0.75382 -1.65798 -0.36293  -0.659
C: 1.70427 0.88491 -0.18324  -0.635
N: -0.67009 0.27884 0.25758  -0.227
H: -1.54932 -0.85066 2.04045  0.269
H: -2.70904 -0.32694 0.77369  0.254
H: -0.63441 1.25704 -1.73460  0.244
H: -1.11700 -0.46294 -1.66241  0.230
H: 0.83876 -2.09010 0.70136  0.252
H: 1.57448 -1.99054 -0.94785  0.268
H: -0.05205 -2.23583 -0.73820  0.240
H: 1.37243 1.54750 0.53783  0.234
H: 1.54854 1.47437 -1.16257  0.239
H: 2.79707 0.60083 0.03127  0.279

Record 2
DFT (the ωB97M-V functional and the def2-TZVPD basis) results for an isolated molecule of C7H10N2 at a distorted geometry.

SMILES = C=C(CC)n1ccnc1
energy relative to the best compared isomer or geometry (same formula, charge and spin) = 48.1 kcal/mol
HOMO-LUMO gap = 9.5 eV

Each line ends with the natural charge from an NBO analysis.
Atoms and positions in Å:
C: -2.11118 1.15861 2.41119  -0.097
C: -1.22073 0.29798 1.90264  -0.110
C: -1.05581 2.18488 0.81630  0.176
C: 1.16457 1.24372 -0.77207  -0.438
C: 0.47279 0.30174 -0.04836  0.210
C: 0.16842 -1.91538 -1.26050  -0.593
C: 0.61748 -1.12774 0.06243  -0.466
N: -1.95298 2.37361 1.78696  -0.459
N: -0.54311 0.93589 0.84079  -0.370
H: -2.71987 1.18568 3.36570  0.222
H: -0.99218 -0.73100 2.04637  0.203
H: -0.79350 2.85950 0.00749  0.196
H: 1.06261 2.30190 -0.94663  0.223
H: 1.98101 0.83420 -1.37516  0.199
H: 0.55539 -1.30097 -2.13163  0.219
H: -0.95139 -1.97580 -1.31114  0.214
H: 0.51710 -2.96643 -1.13174  0.218
H: -0.06380 -1.57895 0.84776  0.223
H: 1.56189 -1.39850 0.39309  0.232

Record 3
DFT (the ωB97M-V functional and the def2-TZVPD basis) results for a structure of composition C7H10N2 at a distorted geometry.

energy relative to the best compared isomer or geometry (same formula, charge and spin) = 168.0 kcal/mol
HOMO-LUMO gap = 9.6 eV

Each line ends with the natural charge from an NBO analysis.
Atoms and positions in Å:
C: -0.91003 -0.92415 0.15650  0.131
C: 1.08651 0.57286 -0.05681  -0.294
C: 0.53875 1.06710 1.41028  -0.408
C: -0.45938 -0.11712 1.42193  -0.233
C: 0.79666 1.40720 -1.30019  0.154
C: 0.43886 -0.74385 -0.26174  -0.251
C: 0.31053 -1.55335 0.93758  -0.237
H: -2.02219 -2.17821 -0.90097  0.374
H: -3.08095 -0.46541 -0.58909  0.406
H: 2.22536 0.46287 -0.02195  0.233
H: 1.43013 0.89808 2.24997  0.216
H: 0.15891 2.13469 1.43440  0.222
H: -0.81136 -0.32254 2.43899  0.212
H: 0.96841 2.45954 -1.26489  0.155
H: 0.34820 1.45477 -3.23227  0.347
H: 0.78177 -1.28916 -1.23772  0.230
H: 0.37296 -2.49262 1.31865  0.234
N: -2.37172 -1.26382 -0.14934  -0.840
N: 0.19858 0.89313 -2.35332  -0.651

Record 4
DFT (the ωB97M-V functional and the def2-TZVPD basis) results for a structure of composition C7H10N2O at a distorted geometry.

energy relative to the best compared isomer or geometry (same formula, charge and spin) = 232.4 kcal/mol
HOMO-LUMO gap (spin up / spin down) = 6.5 / 6.9 eV

Each line ends with the natural charge from an NBO analysis.
Atoms and positions in Å:
C: -1.19729 -0.42492 -1.23786  -0.527
C: 1.56300 -1.53159 0.11614  -0.424
N: 0.59454 -0.51001 0.56738  -0.252
C: -0.87042 -0.84485 0.17256  0.668
C: -1.04938 0.95844 -0.68113  0.007
N: 0.62273 -0.31036 1.99348  -0.651
C: -1.97262 1.89485 -0.46418  -0.351
C: 0.64166 1.16979 -0.32628  0.021
C: 1.58341 1.87771 -0.65402  -0.434
O: -1.56378 -1.50016 0.93890  -0.561
H: 1.54868 -0.52986 2.34720  0.359
H: -0.06576 -0.95480 2.39132  0.371
H: -2.20932 -0.71930 -1.52273  0.252
H: -0.43010 -0.69557 -1.96596  0.240
H: 1.26470 -2.49922 0.52387  0.202
H: 2.56274 -1.26319 0.45963  0.220
H: 1.55513 -1.57306 -0.97291  0.216
H: -2.48578 2.02518 0.48344  0.204
H: -2.21034 2.70622 -1.14775  0.203
H: 2.11820 2.72470 -1.02111  0.236

Record 5
DFT (the ωB97M-V functional and the def2-TZVPD basis) results for an isolated molecule of C7H10N2O2 at a distorted geometry.

energy relative to the best compared isomer or geometry (same formula, charge and spin) = 142.5 kcal/mol
HOMO-LUMO gap = 7.5 eV

Each line ends with the natural charge from an NBO analysis.
Atoms and positions in Å:
C: 0.32948 1.50035 0.99925  0.114
C: 2.71610 -1.08766 1.11864  0.075
C: 0.05587 -0.70699 -1.17843  0.260
C: 1.74576 1.18243 1.22671  -0.247
C: -0.81507 -0.17031 -0.31390  0.292
C: 1.26663 0.12726 -1.63280  -0.674
C: -3.14958 -0.11232 0.35047  -0.241
N: 2.16462 -0.04867 1.16911  -0.228
N: -0.63725 0.91101 0.48311  -0.489
O: -0.25512 -1.85616 -1.81219  -0.689
O: -2.00272 -0.91225 0.07654  -0.554
H: 0.02249 2.48145 1.52703  0.168
H: 2.97492 -2.00177 1.65263  0.238
H: 2.51296 1.92747 1.50803  0.228
H: -1.07745 -2.29974 -1.47155  0.505
H: 0.88303 1.20557 -1.41489  0.230
H: 1.44283 0.11913 -2.70410  0.232
H: 2.16204 -0.23097 -0.96358  0.237
H: -2.95220 0.44314 1.20449  0.184
H: -3.82989 -0.94255 0.62612  0.184
H: -3.55746 0.47158 -0.45071  0.174

Record 6
DFT (the ωB97M-V functional and the def2-TZVPD basis) results for an isolated molecule of C7H10N2O2 at a distorted geometry.

SMILES = C[C@@H](Cn1cccn1)C(=O)O
energy relative to the best compared isomer or geometry (same formula, charge and spin) = 172.8 kcal/mol
HOMO-LUMO gap = 8.7 eV

Each line ends with the natural charge from an NBO analysis.
Atoms and positions in Å:
C: 1.47825 -0.58575 1.44076  -0.639
C: 1.59867 -0.52830 -0.04408  -0.310
C: 0.35289 -0.77780 -0.89264  -0.250
C: -2.15817 -0.62916 -0.72807  -0.001
C: -2.99256 0.30791 -0.11374  -0.365
C: -2.13049 1.35965 0.51864  0.042
C: 2.30210 0.86214 -0.42335  0.822
H: 0.96621 -1.50153 1.53819  0.200
H: 1.07114 0.22339 2.12386  0.224
H: 2.41282 -0.89714 1.96592  0.228
H: 2.29409 -1.55449 -0.19427  0.224
H: 0.40271 -1.90551 -0.96752  0.219
H: 0.55516 -0.49603 -1.86322  0.213
H: -2.69403 -1.54080 -1.47837  0.294
H: -4.20220 0.06631 -0.24298  0.254
H: -2.65974 2.38954 0.84890  0.236
H: 0.24345 1.63544 -0.32263  0.513
N: -0.82626 -0.01505 -0.44101  -0.251
N: -0.80110 1.17613 0.53193  -0.304
O: 1.31529 1.79470 -0.85312  -0.778
O: 3.47175 0.61632 -0.40318  -0.570

Record 7
DFT (the ωB97M-V functional and the def2-TZVPD basis) results for a structure of composition C7H10N2O2 at a distorted geometry.

energy relative to the best compared isomer or geometry (same formula, charge and spin) = 101.5 kcal/mol
HOMO-LUMO gap = 10.0 eV

Each line ends with the natural charge from an NBO analysis.
Atoms and positions in Å:
C: 2.08184 -0.90166 1.58983  0.691
C: 0.68031 -1.47085 1.49850  -0.366
C: 0.50298 0.85406 0.43329  0.133
C: 0.28433 1.33222 -1.01306  -0.453
C: -1.19497 1.30530 -1.17501  -0.445
C: -1.71384 -0.18805 -1.21761  -0.481
C: -0.96337 -1.13163 -0.30975  0.659
H: 0.56002 -2.39736 0.97045  0.268
H: 0.03550 -1.83592 2.29637  0.242
H: -0.11490 1.37483 1.24983  0.195
H: 0.96369 2.36704 -1.24079  0.243
H: 0.70476 0.63069 -1.84464  0.237
H: -1.68332 1.67975 -2.16284  0.243
H: -1.70005 1.69584 -0.20193  0.213
H: -2.02100 -0.46071 -2.50461  0.249
H: -2.78637 -0.39889 -0.66646  0.254
H: 2.35951 1.17357 1.29064  0.376
N: -0.04486 -0.56444 0.65111  -0.462
N: 1.80730 0.47105 1.13651  -0.645
O: 3.28121 -1.22267 1.71191  -0.546
O: -1.03879 -2.31218 -0.49174  -0.605

Record 8
DFT (the ωB97M-V functional and the def2-TZVPD basis) results for the ion C7H10N2O2 with charge +2 at a distorted geometry.

charge = +2
energy relative to the best compared isomer or geometry (same formula, charge and spin) = 0.0 kcal/mol
HOMO-LUMO gap = 6.0 eV

Each line ends with the natural charge from an NBO analysis.
Atoms and positions in Å:
C: -2.32687 -1.08427 -0.28046  0.118
C: 2.02810 1.08061 0.01407  0.349
C: -1.31319 -1.96502 0.44428  -0.163
C: 2.94909 -0.05440 -0.26493  -0.171
C: -1.55754 1.31077 -0.53045  -0.299
C: -0.37022 1.32881 0.36542  -0.250
C: 0.87099 -0.86912 -0.11921  0.968
N: -2.29185 0.08747 -0.63026  -0.361
N: 0.85777 0.54312 0.05355  -0.312
O: 0.08619 -1.84757 0.05760  -0.323
O: 2.16011 -1.14773 -0.33836  -0.326
H: -3.27719 -1.70544 -0.55450  0.236
H: 2.33771 2.09365 0.03414  0.303
H: -1.28756 -1.59340 1.52175  0.242
H: -1.57987 -3.03408 0.46829  0.289
H: 3.51196 -0.00368 -1.26367  0.327
H: 3.56681 -0.14707 0.54751  0.292
H: -2.29224 1.92751 0.02847  0.294
H: -1.42022 1.85275 -1.53481  0.279
H: 0.01975 2.30432 0.56415  0.258
H: -0.67172 0.92278 1.41741  0.250

Record 9
DFT (the ωB97M-V functional and the def2-TZVPD basis) results for an isolated molecule of C7H10N2O2S at a distorted geometry.

SMILES = CS(C)(=O)(N=C=O)N=C=C1CC1
energy relative to the best compared isomer or geometry (same formula, charge and spin) = 151.0 kcal/mol
HOMO-LUMO gap = 9.5 eV

Each line ends with the natural charge from an NBO analysis.
Atoms and positions in Å:
C: 1.17227 -0.30154 -0.17085  0.445
C: -0.75427 0.47206 2.69319  0.838
C: 3.10460 1.22749 0.60647  -0.371
C: 3.09518 1.43061 -0.87395  -0.381
C: 2.23480 0.39053 -0.28066  -0.197
C: -1.47764 -1.77824 -1.54698  -0.840
C: -2.71455 0.20262 -0.18982  -0.761
N: 0.31423 -1.15396 -0.02905  -0.643
N: -1.00561 0.18822 1.56896  -0.884
O: -0.50559 0.86820 3.75828  -0.565
O: -1.84340 -2.12045 0.98897  -0.931
S: -1.37572 -1.04029 0.17780  1.978
H: 3.95254 0.74430 1.07223  0.228
H: 2.60292 1.94024 1.24707  0.230
H: 2.60457 2.30991 -1.27232  0.229
H: 3.95480 1.10571 -1.44414  0.231
H: -1.21484 -1.01058 -2.26875  0.208
H: -0.77920 -2.60077 -1.61740  0.241
H: -2.48551 -2.13506 -1.71414  0.223
H: -3.43011 0.08746 0.61486  0.259
H: -2.28854 1.19544 -0.16982  0.247
H: -3.16093 -0.02192 -1.14995  0.216

Record 10
DFT (the ωB97M-V functional and the def2-TZVPD basis) results for an isolated molecule of C7H10N2O2S at a distorted geometry.

energy relative to the best compared isomer or geometry (same formula, charge and spin) = 98.9 kcal/mol
2S+1 = 3
HOMO-LUMO gap (spin up / spin down) = 6.8 / 5.7 eV

Each line ends with the Löwdin spin population.
Atoms and positions in Å:
C: -1.46108 1.41602 -0.91928  0.584
C: -2.48253 0.57079 -1.09981  0.355
C: -0.57460 1.33852 0.26589  0.081
C: 2.70086 -0.12244 0.87295  0.002
C: -2.76283 -0.58179 -0.35617  0.151
C: 0.69917 0.56180 -0.01252  0.039
C: 0.47518 -1.00878 -0.21699  0.002
N: -2.96221 -1.54170 0.26515  0.274
N: 1.52972 0.65016 1.11618  0.006
O: -3.01528 -2.45955 1.03973  0.437
O: 2.76120 -1.58510 -1.40777  0.000
S: 2.19376 -1.74123 -0.06577  0.001
H: -1.17696 2.18146 -1.49877  0.038
H: -3.25999 0.59378 -1.95541  0.009
H: -0.32736 2.31371 0.44620  0.010
H: -0.87795 0.82938 1.22414  0.005
H: 3.47957 0.25571 0.12467  0.000
H: 3.27402 -0.33861 1.70954  0.000
H: -0.05604 -1.17347 -1.20427  0.001
H: 1.12995 0.88825 -0.86423  0.003
H: -0.17934 -1.44699 0.70217  0.000
H: 0.89274 0.40012 1.83438  0.001

Record 11
DFT (the ωB97M-V functional and the def2-TZVPD basis) results for a cluster of 2 separate species, C7H10N2O3 in total at a distorted geometry.

energy relative to the best compared isomer or geometry (same formula, charge and spin) = 215.1 kcal/mol
HOMO-LUMO gap = 9.1 eV

Each line ends with the natural charge from an NBO analysis.
Atoms and positions in Å:
C: -0.10241 2.17375 -0.81377  -0.628
C: -0.17301 0.67309 -0.90238  -0.139
C: -2.02897 -0.86903 -0.19187  0.775
C: 1.01927 0.02032 -0.42163  0.257
C: 2.01343 0.10903 0.55700  -0.338
C: 2.79591 -1.00210 0.76037  -0.341
C: 2.24959 -1.78005 -0.22414  0.124
H: -0.06380 2.33354 0.38242  0.232
H: 0.90799 2.78842 -1.07954  0.239
H: -0.73485 2.77010 -1.34195  0.232
H: -0.30058 -0.05906 -1.91297  0.316
H: -0.05054 0.17530 1.59264  0.483
H: -3.18977 -0.48852 1.48993  0.318
H: -4.63372 -0.94938 0.36452  0.358
H: 2.05019 1.04680 1.26046  0.216
H: 3.92940 -0.93400 1.04657  0.260
H: 2.84353 -2.58415 -0.78935  0.212
N: -1.09497 0.05673 0.07817  -0.192
N: -3.22890 -1.15392 0.86907  -0.798
O: -1.04058 0.36525 1.44620  -0.534
O: -2.28031 -1.41560 -1.33485  -0.636
O: 1.11311 -1.27650 -0.83491  -0.415

Record 12
DFT (the ωB97M-V functional and the def2-TZVPD basis) results for an isolated molecule of C7H10N2O6 at a distorted geometry.

SMILES = N#CC(=O)C[C@@H](O)[C@H](O)[C@@H](O)/C=[N+](\[O-])O
energy relative to the best compared isomer or geometry (same formula, charge and spin) = 81.3 kcal/mol
HOMO-LUMO gap = 9.6 eV

Each line ends with the natural charge from an NBO analysis.
Atoms and positions in Å:
C: 1.87764 -2.45281 -0.46218  0.158
C: 0.05087 -1.34604 0.87244  -0.521
C: 0.61058 1.52819 0.43657  -0.080
C: -0.97526 -1.00336 -0.17470  0.060
C: -0.62821 1.52142 -0.34588  0.004
C: -1.67107 0.40087 -0.11448  0.082
C: 1.55662 -1.50478 0.55811  0.516
N: 2.39113 -3.24302 -1.10228  -0.209
N: 1.67312 1.05849 -0.13165  0.390
O: 2.96510 1.39556 0.29547  -0.517
O: 1.69745 0.31154 -1.11587  -0.508
O: -2.04386 -2.00245 -0.08715  -0.714
O: -1.35975 2.72415 -0.14457  -0.673
O: -2.74609 0.33362 -1.03973  -0.719
O: 2.39659 -0.96310 1.26953  -0.518
H: 0.06236 -0.60589 1.73639  0.230
H: -0.20510 -2.27595 1.27649  0.269
H: 0.66345 2.23662 1.24208  0.238
H: -0.46573 -0.96633 -1.11718  0.185
H: -0.42610 1.59013 -1.40668  0.213
H: -2.06599 0.55420 0.88238  0.162
H: -2.73648 -1.40472 -0.50946  0.489
H: -1.60329 2.52128 0.86830  0.451
H: -2.58671 1.01210 -1.70692  0.497
H: 3.56875 0.58026 0.02099  0.516